No. 1
C2H3FS2 | wB97M-V/def2-TZVPD

Summary:
Energy above the lowest of the compared OMol25 structures with the same formula, charge and spin, kcal per mole: 113.8
Lowest unoccupied orbital energy (alpha / beta), eV: -3.95 / -3.99
HOMO-LUMO gap (alpha / beta), Eh: 0.1484 / 0.1418
Maximum force, eV/A: 3.234

```
! RIJCOSX wB97M-V def2-TZVPD def2/J DEFGRID3
* xyz 0 1
C -0.412 0.873 -0.440
C -0.121 0.832 0.953
F 2.792 -3.288 2.018
S 1.234 1.472 1.656
S 3.120 -1.726 2.390
H -1.255 0.275 -0.920
H 0.341 1.472 -0.954
H -0.743 0.305 1.675
*
```


No. 2
C2H3FS3 | wB97M-V/def2-TZVPD

Summary:
Energy above the lowest of the compared OMol25 structures with the same formula, charge and spin, kcal per mole: 32.9
Lowest unoccupied orbital energy, eV: -0.39
HOMO-LUMO gap, Eh: 0.2990
Maximum force, eV/A: 5.132

```
! RIJCOSX wB97M-V def2-TZVPD def2/J DEFGRID3
* xyz 0 1
C -0.403 -0.506 0.604
C -0.721 0.546 -0.236
F -0.263 0.649 -1.469
S 0.658 -1.795 -0.058
S 2.455 -0.669 -0.419
S 2.565 0.972 0.633
H -0.867 -0.803 1.478
H -1.313 1.379 0.311
H 2.044 0.049 -1.465
*
```


No. 3
C2H3FS3 | wB97M-V/def2-TZVPD

Summary:
Energy above the lowest of the compared OMol25 structures with the same formula, charge and spin, kcal per mole: 4.4
Lowest unoccupied orbital energy, eV: -0.29
HOMO-LUMO gap, Eh: 0.3396
Maximum force, eV/A: 3.289

```
! RIJCOSX wB97M-V def2-TZVPD def2/J DEFGRID3
* xyz 0 1
C 2.950 -0.033 0.515
C -1.233 0.282 0.170
F -2.501 0.693 0.098
S 2.665 1.402 -0.020
S 3.095 -1.548 0.848
S -1.263 -1.226 -0.795
H -0.760 1.107 -0.319
H -0.987 -0.075 1.151
H -1.967 -0.601 -1.647
*
```


No. 4
C2H3HgO2 | wB97M-V/def2-TZVPD

Summary:
Energy above the lowest of the compared OMol25 structures with the same formula, charge and spin, kcal per mole: 48.2
Lowest unoccupied orbital energy (alpha / beta), eV: -5.11 / -8.55
HOMO-LUMO gap (alpha / beta), Eh: 0.3085 / 0.2579
Maximum force, eV/A: 5.281

```
! RIJCOSX wB97M-V def2-TZVPD def2/J DEFGRID3
* xyz 1 3
O 2.628 0.707 0.348
C 1.684 1.083 -0.217
Hg -1.664 1.892 -0.666
O 0.497 0.855 -0.430
C -0.760 -0.847 0.145
H -0.971 -1.858 0.500
H -0.852 -1.254 -0.871
H -0.561 -0.577 1.191
*
```